[1]
{"formula": "C7H19ClNSi", "method": "wB97M-V/def2-TZVPD", "charge": 1, "orbital_gap_ev": 6.581, "relative_energy_kj_mol": 144.1, "spin_multiplicity": 1, "species": ["N", "H", "C", "H", "H", "C", "H", "H", "C", "H", "H", "H", "H", "H", "C", "H", "H", "H", "C", "H", "Si", "H", "C", "C", "Cl", "H", "H", "H", "H"], "positions_angstrom": [[0.806559, 0.418828, -0.433981], [-0.380039, -1.017820, 0.722847], [-3.805080, 2.060246, 0.467948], [-3.403479, -2.123586, 1.130747], [1.590127, -1.776516, 0.515512], [-3.579561, -1.110923, 1.532948], [-0.287674, -1.361346, -0.948648], [2.967099, 1.565727, 0.653405], [2.373773, -0.092879, -0.431827], [-4.551907, -1.037415, 2.068228], [0.723781, 1.103580, 0.322002], [2.378812, -0.260738, -2.680681], [-2.794925, -0.902627, 2.363540], [3.177445, 1.843780, -1.158117], [2.627307, -0.828094, -1.784971], [0.792881, 0.922847, -1.397993], [-4.364107, 2.366729, 1.334883], [2.107070, -0.556255, 1.616550], [-0.236030, -0.483624, -0.194729], [2.046773, -1.748003, -1.783120], [-3.649782, 0.141198, 0.140260], [3.707436, -1.001348, -1.730234], [3.217334, 1.082421, -0.322585], [2.364284, -1.049454, 0.772970], [-4.312100, -0.572035, -1.640607], [-2.816467, 2.486044, 0.678223], [-4.251463, 2.655410, -0.313564], [4.260522, 0.802040, -0.415796], [3.291399, -1.526197, 0.916790]], "atomic_forces_ev_per_a": [[2.54, 1.63, -1.29], [0.82, 0.75, 1.01], [0.62, -0.85, -0.11], [-0.25, 0.46, 0.20], [0.34, -0.21, 0.42], [0.62, 0.52, 1.15], [0.24, 1.81, 0.69], [0.81, 0.06, -0.69], [-2.01, -1.80, -0.97], [0.34, -0.34, -0.39], [0.41, 0.36, -0.50], [0.08, 0.28, 0.11], [-1.13, -0.08, -1.69], [-0.70, -0.75, 0.76], [-0.24, 0.16, 1.62], [-0.66, -0.93, 2.20], [-0.50, -0.62, 0.70], [-0.85, 1.63, 2.85], [-3.99, -3.20, -2.58], [0.29, -0.21, -0.22], [1.41, 1.00, 0.37], [-0.26, -0.42, -0.52], [0.52, 2.55, 0.29], [-0.11, -0.68, -3.79], [0.13, 0.32, 0.65], [0.07, -0.37, -0.30], [0.01, -0.27, -0.73], [0.26, -0.20, 0.70], [1.20, -0.62, 0.04]]}



[2]
{"formula": "C7H19IN7O3", "method": "wB97M-V/def2-TZVPD", "charge": 1, "orbital_gap_ev": 6.623, "relative_energy_kj_mol": 0.0, "spin_multiplicity": 1, "species": ["H", "C", "N", "H", "H", "C", "H", "I", "C", "H", "H", "O", "C", "H", "O", "C", "H", "N", "O", "H", "N", "H", "N", "C", "H", "N", "N", "C", "H", "N", "H", "H", "H", "H", "H", "H", "H"], "positions_angstrom": [[-1.881157, -2.146964, 0.932704], [-2.910535, -4.588693, 0.558420], [1.110212, -1.154205, 1.712188], [0.949224, 1.679058, -1.741826], [1.668388, 3.939664, 2.337220], [-0.807121, 1.759126, -2.698488], [-1.467103, -6.091851, 0.683881], [4.401611, 2.873581, 2.103834], [2.341613, 4.212594, 0.230793], [-4.414323, -4.789815, -0.793654], [-1.251461, -0.526802, 0.904548], [-3.257118, -3.483914, 0.968788], [0.075257, -2.041440, 1.481270], [1.790310, 4.059017, -0.686973], [-1.153845, 2.770603, -2.110316], [1.014219, 2.486096, 0.931380], [0.059544, 2.018194, 1.081158], [-1.805357, -5.215550, 1.032763], [0.203639, -3.232841, 1.659017], [1.041855, -0.166965, 1.580227], [0.413679, 1.189771, -2.424387], [-1.288689, 0.297618, -4.108039], [2.042556, 1.986851, 0.352267], [1.312472, 3.876259, 1.314282], [-3.334658, -6.140078, -0.781472], [-3.597331, -5.240732, -0.426020], [-1.101361, -1.506204, 1.052818], [3.170027, 2.953315, 0.331887], [-1.297941, -4.736862, 1.758076], [-1.570272, 1.130194, -3.625102], [0.448553, 4.525687, 1.299610], [2.115966, 1.047323, -0.029226], [3.834018, 2.759051, -0.487007], [1.980010, -1.541151, 2.032080], [0.771490, 0.352609, -2.846898], [2.859643, 5.152975, 0.252665], [-2.466025, 1.534477, -3.832457]], "atomic_forces_ev_per_a": [[-0.23, -0.12, 0.12], [0.33, -0.36, -0.24], [0.33, -0.09, -0.22], [0.17, 0.10, -0.17], [0.42, -0.21, 0.29], [-0.14, -0.06, -0.04], [-0.05, -0.01, 0.00], [-0.14, -0.19, -0.26], [0.01, -0.70, 0.61], [0.00, -0.02, 0.02], [0.02, 0.00, 0.06], [-0.06, 0.25, -0.06], [-0.83, 0.36, -0.16], [-0.02, 0.71, -0.64], [0.06, 0.09, 0.22], [0.11, 0.58, 0.28], [-0.13, -0.57, -0.10], [-0.36, -0.02, 0.16], [0.55, -0.25, 0.26], [-0.21, -0.02, 0.21], [-0.01, -0.33, -0.04], [0.02, 0.02, 0.01], [0.39, -0.61, 0.37], [-0.91, 1.16, -0.37], [0.00, -0.02, 0.07], [-0.05, 0.16, 0.03], [0.37, 0.10, -0.09], [0.35, 0.06, -0.15], [0.23, 0.03, -0.19], [0.02, 0.09, 0.07], [-0.45, -0.05, -0.16], [-0.04, -0.11, 0.25], [0.15, -0.21, -0.40], [-0.04, -0.02, 0.06], [-0.04, 0.03, -0.05], [0.16, 0.25, 0.26], [0.01, -0.01, 0.00]]}



[3]
{"formula": "C7H19N3O", "method": "wB97M-V/def2-TZVPD", "orbital_gap_ev": 9.721, "smiles": "[H]/N=C(\\N)OC.CCC(N)CC", "relative_energy_kj_mol": 0.0, "spin_multiplicity": 1, "species": ["H", "H", "H", "H", "H", "H", "C", "N", "C", "N", "H", "C", "H", "H", "N", "H", "H", "H", "C", "C", "C", "H", "O", "H", "H", "H", "H", "H", "H", "C"], "positions_angstrom": [[-1.581202, 2.166896, 3.543416], [-0.861790, -0.182937, -3.713531], [-0.360614, 1.686222, 4.727792], [0.893351, -2.477186, 0.615866], [-1.594904, -0.249426, 1.758153], [1.828558, -1.029327, -0.003922], [-0.229601, 1.328548, 1.224478], [-0.839508, -0.666825, -2.820943], [0.292447, 1.493691, 2.658157], [1.535610, -0.642529, -2.562554], [-1.006583, 2.083166, 1.052947], [-0.851003, -0.048872, 0.978041], [-1.241174, 0.450002, 3.827461], [1.052842, 0.718327, 2.844652], [0.801071, 1.569571, 0.209331], [-0.806384, 0.097353, -1.158415], [1.184111, 2.513023, 0.330196], [1.528793, -0.143732, -3.447625], [-0.778798, 1.444891, 3.744502], [-1.501044, -0.184413, -0.388754], [0.353637, -0.938631, -2.189075], [-1.701582, -0.984772, -2.370911], [0.111850, -1.597070, -1.055262], [0.815950, 2.457900, 2.720426], [-0.074330, -0.798175, 1.102049], [1.583999, 0.930692, 0.367833], [-2.321014, 0.532254, -0.500472], [-1.915232, -1.175011, -0.532158], [1.918481, -2.594977, -0.885322], [1.261647, -1.936089, -0.296876]], "atomic_forces_ev_per_a": [[0.14, -0.12, 0.00], [0.06, -0.42, 0.56], [-0.03, -0.02, -0.16], [0.35, 0.51, -0.96], [0.11, 0.06, -0.01], [-0.29, -0.62, -0.22], [-0.13, -0.04, -0.04], [-0.13, -0.75, -1.39], [0.09, -0.03, 0.04], [-0.22, -0.03, 0.08], [-0.03, 0.01, 0.05], [-0.58, 0.23, 0.46], [0.14, 0.29, -0.05], [-0.12, 0.12, -0.03], [0.40, 0.29, 0.24], [-0.98, 0.82, 1.34], [-0.15, -0.42, -0.11], [-0.01, -0.01, 0.10], [-0.21, -0.17, 0.13], [-1.17, 2.11, 1.45], [0.47, -0.17, -1.51], [0.76, 0.34, -0.88], [1.85, -1.86, -0.25], [-0.05, -0.13, -0.04], [-0.07, 0.07, 0.17], [-0.21, 0.24, -0.13], [-0.30, 0.15, 0.35], [-0.08, -0.03, 0.02], [-0.12, 0.26, 0.27], [0.53, -0.68, 0.54]]}



[4]
{"formula": "C7H19NO2", "method": "wB97M-V/def2-TZVPD", "orbital_gap_ev": [7.298, 7.299], "relative_energy_kj_mol": 508.7, "spin_multiplicity": 1, "species": ["H", "H", "H", "H", "C", "H", "H", "H", "O", "H", "H", "N", "H", "H", "C", "C", "H", "H", "C", "O", "H", "H", "H", "C", "C", "H", "C", "H", "H"], "positions_angstrom": [[-1.624888, 1.454116, 1.119858], [0.383676, 2.113006, -2.245176], [1.128036, -2.927101, 1.803734], [-1.562579, -2.095374, 2.502857], [-1.201336, 1.438638, 0.110877], [-0.721827, 0.399071, 0.222718], [-2.772800, 0.358800, -0.879177], [-0.138770, -1.340527, -1.265340], [0.362951, -1.476497, 2.933738], [1.125079, -1.193455, -2.509449], [1.720175, 2.459172, -1.116419], [0.790680, -2.847417, 2.767060], [-0.350303, -0.216282, -2.643317], [-1.901003, 1.464692, -1.948457], [1.295836, 1.724027, -1.795767], [1.064531, 0.406439, -1.146240], [2.368734, -0.841859, -0.078173], [-0.583989, 2.322978, -0.002673], [-0.873442, -1.284746, 2.220672], [-0.672130, -1.278426, 0.880229], [-1.226780, -0.315263, 2.618392], [2.002419, 1.566723, -2.619144], [2.264542, 0.823477, 0.564997], [0.364578, -0.641321, -1.937723], [1.722301, 0.029056, 0.062071], [0.774016, -0.640697, 0.746249], [-2.296206, 1.336028, -0.939605], [-3.052170, 2.106402, -0.790847], [1.610669, -2.903663, 3.364054]], "atomic_forces_ev_per_a": [[-0.23, 0.40, -0.04], [-0.05, 0.04, -0.04], [-0.08, 0.13, 0.15], [0.02, 0.09, 0.08], [-0.20, -1.50, 0.48], [-0.14, 1.59, -0.46], [-0.08, -0.01, -0.05], [0.06, 0.03, -0.03], [0.05, -0.33, 0.10], [-0.09, 0.07, 0.07], [0.01, -0.02, 0.02], [-0.23, 0.23, -0.12], [0.09, -0.01, 0.03], [-0.01, -0.04, -0.09], [-0.46, 0.16, 0.33], [1.20, -0.65, 0.39], [-0.33, -0.31, 0.06], [0.29, -0.08, 0.00], [0.35, -0.12, 0.00], [1.37, 0.00, -0.13], [0.05, -0.11, 0.03], [0.00, -0.16, 0.07], [-0.16, 0.02, 0.12], [-0.05, 0.03, 0.10], [-0.72, -0.29, -0.44], [-0.47, 0.48, -0.70], [0.00, 0.27, 0.18], [-0.13, -0.01, -0.10], [-0.06, 0.10, -0.01]]}



[5]
{"formula": "C7H20BInNO2", "method": "wB97M-V/def2-TZVPD", "charge": -1, "orbital_gap_ev": 6.873, "relative_energy_kj_mol": 103.7, "spin_multiplicity": 1, "species": ["O", "H", "H", "C", "C", "H", "H", "H", "N", "H", "H", "B", "H", "C", "H", "H", "H", "C", "In", "H", "H", "C", "C", "H", "H", "C", "H", "H", "O", "H", "H", "H"], "positions_angstrom": [[3.837620, -0.218701, 0.239607], [-4.640547, -2.243528, 1.164280], [3.270228, -1.067735, 2.030105], [-0.078206, 1.230029, -0.092421], [-1.525574, 0.979194, -0.511140], [-3.427966, 2.166759, 1.895818], [-2.055539, -0.318861, 2.453466], [3.764423, 1.714987, -0.289830], [-5.596030, 0.065787, -0.746409], [3.163599, -3.354044, 1.157187], [3.417548, -2.778403, -0.508108], [-4.812088, -0.484648, 0.381986], [0.292997, 0.323084, 0.398732], [3.046074, 0.918224, -0.083268], [1.177219, 2.632438, -1.222274], [-6.597496, -0.090053, -0.638232], [-1.909175, 1.832527, -1.081763], [0.883125, 1.576598, -1.257091], [-2.926261, 0.611745, 1.192932], [-5.313078, -0.352218, -1.625750], [2.052166, -1.133248, 0.756504], [2.141430, 0.707204, -1.295608], [3.125847, -1.216222, 0.951808], [-0.065140, 2.045301, 0.637427], [2.454064, 1.225608, 0.787165], [3.632816, -2.582382, 0.542512], [4.710068, -2.651371, 0.705805], [0.341160, 1.433428, -2.196139], [-5.357107, -1.638098, 0.968720], [1.853143, -0.347082, -1.364282], [-1.576341, 0.088615, -1.150210], [2.717021, 0.925066, -2.201526]], "atomic_forces_ev_per_a": [[0.01, -0.07, -0.11], [0.13, 0.20, 0.71], [-0.03, 0.04, -0.02], [-0.12, 0.10, -0.34], [-0.02, -0.05, 0.24], [0.01, 0.01, 0.00], [0.04, -0.05, -0.04], [-0.07, 0.05, 0.04], [-0.42, 0.28, 0.44], [-0.06, 0.00, -0.08], [0.03, 0.00, 0.01], [0.29, -0.21, -0.22], [0.00, 0.12, 0.19], [0.06, 0.06, 0.06], [-0.04, 0.00, -0.01], [0.04, -0.32, -0.12], [0.02, -0.05, -0.07], [-0.01, -0.15, -0.01], [-0.01, -0.14, -0.16], [0.16, 0.22, -0.04], [0.01, -0.03, -0.01], [0.06, 0.12, -0.10], [-0.01, 0.01, 0.00], [0.12, -0.15, 0.14], [0.00, -0.07, 0.00], [0.04, -0.04, 0.20], [0.00, 0.05, -0.10], [0.03, 0.07, 0.00], [-0.29, -0.02, -0.59], [-0.04, 0.02, 0.13], [0.04, 0.11, -0.13], [0.01, -0.10, 0.00]]}



[6]
{"formula": "C7H20KN4O7", "method": "wB97M-V/def2-TZVPD", "charge": -1, "orbital_gap_ev": 3.478, "relative_energy_kj_mol": 1314.5, "spin_multiplicity": 1, "species": ["C", "H", "H", "C", "C", "C", "C", "H", "H", "O", "H", "H", "C", "H", "H", "H", "H", "O", "O", "N", "C", "H", "O", "H", "H", "H", "H", "O", "H", "N", "O", "N", "K", "O", "H", "H", "H", "N", "H"], "positions_angstrom": [[18.248568, -8.108699, -0.237200], [18.102247, -8.434944, -1.266886], [18.628464, -9.150764, -3.391501], [20.745522, -7.127312, 1.298761], [17.397674, -6.944999, 0.132695], [20.300401, -5.834651, 1.978237], [19.105778, -3.913863, -2.765303], [21.614339, -6.526880, -0.349785], [20.578509, -5.880911, 3.031142], [18.650624, -2.910633, -3.297755], [16.334834, -7.180262, 0.076750], [21.793412, -7.273572, 1.560770], [21.835497, -7.205137, -2.332895], [17.646910, -6.657298, 1.154056], [22.279738, -8.865978, -1.300691], [23.653880, -7.936139, -1.674329], [20.297388, -8.031038, 1.711719], [20.651511, -7.449491, -2.336458], [20.236874, -3.826759, -2.324848], [17.770474, -8.628271, -3.496090], [17.822666, -7.358997, -3.346191], [16.973924, -9.211341, -3.282447], [16.829807, -6.646289, -3.355042], [19.835259, -7.437877, -3.450763], [23.467621, -6.200337, -2.714983], [21.967832, -5.483102, -3.322249], [19.248251, -5.657330, 1.755405], [20.822347, -7.020874, -0.125435], [20.849027, -4.981254, 1.579724], [22.474207, -6.243748, -2.892023], [17.805752, -5.858676, -0.646591], [19.034677, -6.828720, -3.360732], [19.784328, -5.857045, -1.428083], [18.562257, -5.013098, -2.935837], [19.314391, -7.880544, -0.228187], [19.081088, -5.819856, -3.348857], [17.421053, -5.095295, -0.209713], [22.662868, -8.079869, -1.806007], [18.018272, -8.935969, 0.434141]], "atomic_forces_ev_per_a": [[0.23, -1.11, -0.48], [-0.47, -0.01, 0.21], [0.00, 0.17, -0.10], [2.70, 0.87, 0.63], [0.49, 0.08, 0.63], [0.03, -0.28, -0.57], [-1.22, 4.03, -4.05], [0.34, 0.04, 0.64], [-0.59, -0.04, 0.16], [-2.83, 3.43, -0.95], [-0.18, 0.11, -0.24], [0.31, -0.05, 0.68], [-0.68, -3.16, -0.65], [-0.42, -0.40, 0.65], [-0.09, 0.35, -0.17], [-0.22, 0.04, -0.17], [-0.73, 0.10, -0.82], [6.21, -4.40, 0.78], [6.89, 0.02, 3.32], [-0.02, -7.82, -0.44], [0.28, 6.38, -1.45], [-0.29, 0.75, -0.06], [-2.59, -0.71, 0.67], [-2.24, -0.14, -1.71], [-0.39, 0.53, -0.41], [-0.04, 0.53, 0.14], [0.00, 0.13, 0.57], [2.12, -3.09, 5.67], [0.09, -0.03, -0.22], [1.42, 3.79, -1.75], [-3.48, 0.40, 1.70], [-0.57, -10.17, -5.38], [-0.48, 5.29, 1.55], [-6.53, 6.85, 1.16], [-0.92, -0.44, 0.30], [1.09, 1.17, -1.57], [-0.17, 0.52, -0.63], [2.85, -3.51, 2.34], [0.12, -0.22, 0.02]]}